91
Properties=species:S:1:pos:R:3:mulliken_charge:R:1 method="wB97M-V/def2-TZVPD" lumo_energy_ha=-0.0082 gap_ev=7.8 smiles="CC(=O)OCCC[C@H]1[C@@H]([PH2]=N)OC(=O)[C@@H]1C(F)(F)c1cccc(C(F)(F)F)c1.CCN(CC)CC.CCN(CC)CC" homo_ev=-8.0683
C -3.13964 6.59163 -2.51369 -0.99
C -3.45961 5.31640 -3.44697 0.86
O -2.58804 4.99206 -4.28838 -0.56
O -4.71508 4.68759 -3.25738 -0.38
C -4.86419 3.50196 -4.08810 -0.61
C -3.99272 2.24091 -3.60607 -0.48
C -4.54392 1.50805 -2.29244 -0.57
C -4.45434 2.37138 -0.94934 0.30
C -5.53749 2.08141 0.24679 -0.34
P -6.32049 0.36164 0.38061 0.05
N -5.26775 -0.77395 -0.02800 -0.55
O -4.90868 2.38506 1.55249 -0.35
C -3.67970 3.09485 1.22216 0.42
O -3.26838 4.13154 1.77080 -0.55
C -3.13015 2.22094 -0.00159 -0.12
C -1.69134 2.52657 -0.63093 1.34
F -1.67676 3.83857 -1.24557 -0.27
F -1.48859 1.60567 -1.73689 -0.32
C -0.44909 2.29241 0.35420 -0.15
C 0.56628 1.10762 0.08129 -0.40
C 1.81971 0.87307 1.00123 -0.63
C 2.12666 1.76572 2.25676 -0.81
C 1.12637 2.92804 2.51181 -0.02
C 1.33739 3.91724 3.75631 0.81
F 0.61559 5.12344 3.59023 -0.25
F 0.76681 3.24079 4.89489 -0.23
F 2.70251 4.22225 3.97136 -0.23
C -0.11531 3.18419 1.58064 -0.31
H -2.89795 7.50981 -3.17007 0.34
H -4.02096 6.88705 -1.84459 0.27
H -2.22530 6.42705 -1.83932 0.21
H -5.97964 3.21981 -4.06585 0.36
H -4.55925 3.70124 -5.18653 0.34
H -2.90662 2.58486 -3.55099 0.23
H -4.03184 1.45503 -4.45701 0.39
H -5.65058 1.23790 -2.50805 0.49
H -4.02166 0.49622 -2.11457 -0.11
H -4.53965 3.52274 -1.01847 0.27
H -6.42070 2.80098 0.13752 0.36
H -7.43971 0.31466 -0.52160 0.12
H -6.73048 0.14955 1.75816 0.12
H -5.66586 -1.27414 -0.83757 0.21
H -3.28078 1.14140 0.39384 0.14
H 0.47583 0.38929 -0.79966 0.44
H 2.53634 0.02561 0.74845 0.42
H 3.02908 1.57357 2.94719 0.38
H -0.75737 4.08354 1.84870 0.39
C -0.43387 -5.91747 0.64227 -1.44
C -0.86994 -4.46341 0.49569 -0.31
N -0.34244 -3.80250 -0.69436 0.26
C -0.55541 -2.35571 -0.68776 -1.16
C -1.98597 -1.84331 -0.73897 0.13
C -0.60659 -4.46209 -1.96944 -0.66
C -2.06567 -4.69797 -2.35787 -0.99
H 0.65625 -6.00299 0.64894 0.32
H -0.80804 -6.32035 1.58727 0.44
H -0.82946 -6.54759 -0.15743 0.30
H -0.50849 -3.93133 1.38184 0.43
H -1.96520 -4.42266 0.52933 0.24
H 0.00378 -1.90644 -1.51714 0.28
H -0.08861 -1.95046 0.21744 0.33
H -2.41345 -1.92911 -1.73876 0.03
H -1.99627 -0.78004 -0.47959 -0.19
H -2.64197 -2.35381 -0.03147 0.31
H -0.09417 -5.43014 -1.96750 0.42
H -0.11418 -3.90400 -2.77476 0.31
H -2.66931 -5.06191 -1.52358 0.24
H -2.11505 -5.45201 -3.14894 0.37
H -2.52906 -3.79459 -2.75403 0.29
C 6.57632 -1.11868 4.21922 -1.31
C 6.16714 -2.03143 3.06798 -0.37
N 6.07723 -1.35526 1.77712 0.28
C 5.44335 -2.17431 0.74428 -0.70
C 6.16404 -3.44969 0.30835 -1.16
C 7.26624 -0.62529 1.34673 -0.73
C 8.56876 -1.41141 1.20315 -0.98
H 5.88971 -0.27298 4.31461 0.22
H 6.55269 -1.67780 5.15839 0.43
H 7.59106 -0.73352 4.09735 0.30
H 5.18275 -2.43992 3.31945 0.43
H 6.86034 -2.88037 3.03274 0.23
H 5.25728 -1.55644 -0.14153 0.39
H 4.44636 -2.45513 1.10254 0.40
H 7.01357 -3.23287 -0.33990 0.24
H 5.47765 -4.07730 -0.26838 0.42
H 6.51046 -4.04498 1.15576 0.28
H 7.43951 0.19439 2.05218 0.39
H 7.05571 -0.11742 0.39802 0.35
H 8.73507 -2.10440 2.03082 0.24
H 9.41363 -0.71689 1.18519 0.38
H 8.60133 -1.97163 0.26896 0.28



86
Properties=species:S:1:pos:R:3:lowdin_spin:R:1 method="wB97M-V/def2-TZVPD" lumo_energy_ha="-0.0731 / -0.1729" total_charge=+1 gap_ev="7.3 / 6.5" multiplicity=5 relative_energy_kcal_mol=0.0 homo_ev="-9.3085 / -11.2050"
Ir -0.27365 0.33909 -0.36520 2.21
C -4.29838 -1.09753 -3.23228 0.00
C -2.85897 -1.13960 -2.71885 0.02
C -2.29732 -2.56374 -2.68534 0.01
P -2.52317 -0.28284 -1.11495 0.09
C -3.72016 1.11141 -1.02623 0.01
C -3.29949 2.18833 -2.03210 0.00
C -3.81089 1.67462 0.39329 0.00
C -3.11715 -1.44457 0.16113 0.15
C -4.38663 -1.98374 0.14182 0.00
C -4.83203 -2.89453 1.10442 0.17
C -6.21937 -3.46223 1.05256 0.03
C -3.94481 -3.26988 2.12937 -0.01
C -2.69018 -2.73475 2.20846 0.12
C -2.23908 -1.78695 1.23742 0.04
N -1.03020 -1.22133 1.30133 0.49
C -0.23500 -1.40592 2.47311 0.03
C -0.56810 -0.76351 3.67371 0.02
C -1.82466 0.05657 3.82326 0.00
C 0.31718 -0.88894 4.73738 0.00
C 1.48319 -1.64399 4.65934 0.01
C 2.40935 -1.74863 5.84521 0.00
C 1.75910 -2.29706 3.46583 0.00
C 0.91527 -2.18919 2.36424 0.02
C 1.21824 -2.93396 1.08737 0.01
H -4.33659 -1.61509 -4.19317 0.00
H -4.65170 -0.08045 -3.39622 0.00
H -5.00490 -1.60079 -2.57439 0.00
H -2.25711 -0.57752 -3.42492 0.00
H -2.93225 -3.22834 -2.09839 0.00
H -1.29248 -2.59947 -2.25484 0.01
H -2.24008 -2.96279 -3.69919 0.00
H -4.69244 0.70413 -1.31481 0.00
H -2.30183 2.56540 -1.79170 0.00
H -3.99094 3.03131 -1.98760 0.00
H -3.28573 1.82217 -3.06198 0.00
H -2.83946 2.01399 0.75520 0.00
H -4.20221 0.93884 1.09883 0.00
H -4.48845 2.53175 0.39703 0.00
H -5.07825 -1.69245 -0.63714 0.00
H -6.72787 -3.20231 0.12586 0.00
H -6.81710 -3.08505 1.88559 0.01
H -6.19571 -4.54924 1.14300 0.01
H -4.26753 -3.99082 2.87190 0.00
H -2.01948 -3.02302 3.00681 0.01
H -1.89157 0.82084 3.04884 0.00
H -1.83067 0.55756 4.78928 0.00
H -2.72131 -0.56414 3.76197 0.00
H 0.08373 -0.37326 5.66358 0.00
H 1.87637 -2.11875 6.72221 0.00
H 2.81970 -0.77146 6.10658 0.00
H 3.24060 -2.42290 5.64395 0.00
H 2.65324 -2.90779 3.38442 0.00
H 2.26559 -3.23321 1.04614 0.00
H 0.99261 -2.33413 0.20084 0.01
H 0.61133 -3.83946 1.01107 0.00
N 1.74732 0.51264 1.07275 0.08
N 1.54195 1.68874 1.81572 0.00
C 0.22501 2.14345 1.98636 0.02
O -0.02192 2.87370 2.91747 0.03
O -0.65050 1.75599 1.08212 0.20
H 1.78276 -0.30151 1.68205 0.00
H 2.62066 0.58498 0.57267 0.00
H 2.08870 1.78210 2.65984 0.00
C 3.94802 2.22179 -2.56400 0.01
C 3.00452 1.62348 -1.51789 0.02
P 1.21948 1.56889 -1.96348 0.10
C 1.30492 1.00640 -3.71083 0.02
C 0.05283 0.29673 -4.19707 0.01
C 0.78500 3.34868 -2.14787 0.01
C 0.12516 4.03263 -0.95156 0.00
H 4.97174 2.19239 -2.19057 0.00
H 3.71290 3.26457 -2.77783 0.00
H 3.92754 1.67211 -3.50414 0.00
H 3.07962 2.21274 -0.59906 0.00
H 3.30378 0.59818 -1.28454 0.00
H 2.16288 0.33762 -3.79793 0.00
H 1.51653 1.88320 -4.32587 0.00
H -0.08017 -0.63177 -3.64308 0.01
H 0.12705 0.05436 -5.25803 0.00
H -0.83790 0.91291 -4.05241 0.00
H 0.14346 3.41603 -3.03001 0.00
H 1.71271 3.86354 -2.39923 0.00
H -0.79961 3.54360 -0.65474 0.00
H -0.10527 5.06795 -1.20399 0.00
H 0.78081 4.04091 -0.07987 0.00